Record 1
A gas-phase ion, C4H10NO (charge -1). Source: the Open Molecules 2025 dataset; level of theory: ωB97M-V with the def2-TZVPD basis set.

- Lowest unoccupied orbital energy: 4.10 eV
- HOMO energy: -2.2 eV
- Total charge: -1
- Energy relative to the best compared isomer or geometry (same formula, charge and spin): 44.44 kcal/mol
- Orbital gap: 0.230 Eh

The geometry in XYZ format:
```
16
C4H10NO, DFT ωB97M-V with the def2-TZVPD basis set
C -0.520 2.110 -0.294
N -0.402 1.059 0.808
C -0.932 -0.190 0.214
C -0.065 -1.414 0.463
C 1.396 -1.385 -0.415
O 2.422 -1.143 0.414
H -1.565 2.071 -0.508
H -0.013 2.040 -1.241
H -0.256 3.052 0.225
H 0.526 0.851 1.138
H -1.051 -0.076 -0.880
H -1.829 -0.640 0.712
H 0.194 -1.388 1.549
H -0.689 -2.283 0.107
H 1.680 -2.215 -1.226
H 1.105 -0.448 -1.068
```


Record 2
A single C2H4O2 molecule. Source: the Open Molecules 2025 dataset; level of theory: ωB97M-V with the def2-TZVPD basis set.

- Lowest unoccupied orbital energy: 0.71 eV
- HOMO energy: -10.4 eV
- Energy relative to the best compared isomer or geometry (same formula, charge and spin): 16.34 kcal/mol
- Orbital gap: 0.408 Eh

The geometry in XYZ format:
```
8
C2H4O2, DFT ωB97M-V with the def2-TZVPD basis set
C -0.452 0.816 -0.281
C 0.419 -0.257 0.302
O 1.382 -0.064 0.972
O 0.086 -1.542 0.054
H 0.107 1.394 -1.166
H -0.846 1.512 0.469
H -1.198 0.448 -0.915
H 0.501 -2.306 0.565
```


Record 3
A single C3H3NO2 molecule. Source: the Open Molecules 2025 dataset; level of theory: ωB97M-V with the def2-TZVPD basis set.

- Lowest unoccupied orbital energy: 0.82 eV
- HOMO energy: -11.1 eV
- Energy relative to the best compared isomer or geometry (same formula, charge and spin): 106.00 kcal/mol
- Orbital gap: 0.438 Eh

The geometry in XYZ format:
```
9
C3H3NO2, DFT ωB97M-V with the def2-TZVPD basis set
C 0.034 0.047 0.090
C -0.119 0.475 1.529
C -1.396 0.089 2.112
N -2.405 -0.227 2.541
O 0.975 0.453 2.356
O 0.412 1.674 1.933
H 1.006 0.367 -0.279
H -0.752 0.500 -0.510
H -0.044 -1.036 0.023
```


Record 4
A single C19H12O5S molecule. Source: the Open Molecules 2025 dataset; level of theory: ωB97M-V with the def2-TZVPD basis set.

- Lowest unoccupied orbital energy: -1.89 eV
- HOMO energy: -9.5 eV
- Orbital gap: 0.279 Eh

The geometry in XYZ format:
```
37
C19H12O5S, DFT ωB97M-V with the def2-TZVPD basis set
O 0.430 -4.380 -2.471
C 0.000 -3.645 -1.627
C 0.806 -3.616 -0.339
C 0.180 -2.299 0.241
O 1.287 -1.407 0.099
C 0.923 -0.074 0.471
C 0.339 0.070 1.858
C -0.897 0.582 2.261
C -1.216 0.435 3.691
C -0.184 -0.184 4.351
S 1.048 -0.735 3.195
C -0.089 0.499 -0.486
C -1.021 -0.410 -1.108
C -2.224 0.063 -1.877
O -3.014 -0.688 -2.406
C -2.232 1.567 -2.098
C -3.204 2.158 -2.922
C -3.312 3.519 -3.041
C -2.427 4.319 -2.404
C -1.422 3.793 -1.604
C -1.232 2.414 -1.558
C -0.130 1.935 -0.745
O 0.874 2.657 -0.637
C -1.050 -1.934 -0.621
O -1.140 -2.883 -1.747
H 1.886 -3.610 -0.454
H 0.572 -4.470 0.273
H -0.149 -2.452 1.252
H 1.728 0.623 0.470
H -1.625 0.998 1.544
H -2.112 0.943 4.188
H -0.185 -0.389 5.473
H -3.965 1.468 -3.401
H -4.015 3.957 -3.664
H -2.573 5.381 -2.356
H -0.743 4.478 -1.125
H -1.873 -2.165 0.044
```


Record 5
A single C4H6O2 molecule. Source: the Open Molecules 2025 dataset; level of theory: ωB97M-V with the def2-TZVPD basis set.

- Lowest unoccupied orbital energy: 0.87 eV
- HOMO energy: -8.9 eV
- Energy relative to the best compared isomer or geometry (same formula, charge and spin): 117.34 kcal/mol
- Orbital gap: 0.357 Eh

The geometry in XYZ format:
```
12
C4H6O2, DFT ωB97M-V with the def2-TZVPD basis set
O 1.416 0.547 -1.841
O 2.070 0.778 -0.601
C 1.233 0.477 0.446
C 0.026 -0.040 0.397
C -1.070 -0.635 -0.366
C -1.141 -0.515 1.153
H 1.225 1.460 -2.110
H 1.746 0.740 1.368
H -0.908 -1.623 -0.792
H -1.713 0.009 -0.963
H -1.056 -1.422 1.749
H -1.829 0.224 1.560
```


Record 6
A molecular structure, C6H10O. Source: the Open Molecules 2025 dataset; level of theory: ωB97M-V with the def2-TZVPD basis set.

- Lowest unoccupied orbital energy: 0.88 eV
- HOMO energy: -7.1 eV
- Energy relative to the best compared isomer or geometry (same formula, charge and spin): 159.54 kcal/mol
- Orbital gap: 0.295 Eh

The geometry in XYZ format:
```
17
C6H10O, DFT ωB97M-V with the def2-TZVPD basis set
C -0.730 1.698 0.935
C -0.142 0.026 0.300
C 1.337 -0.185 0.530
C 1.326 -0.776 -0.919
C -0.098 -0.198 -1.181
C -1.238 -1.159 -0.840
O -1.155 -0.833 0.622
H -0.700 1.326 1.959
H -0.039 2.538 0.818
H -1.762 1.952 0.676
H 1.894 0.752 0.620
H 1.586 -0.840 1.368
H 1.361 -1.875 -0.909
H 2.134 -0.417 -1.564
H -0.479 1.135 -0.232
H -1.046 -2.229 -0.997
H -2.250 -0.913 -1.186
```


What did the second record say?
A single C2H4O2 molecule. Source: the Open Molecules 2025 dataset; level of theory: ωB97M-V with the def2-TZVPD basis set.

- Lowest unoccupied orbital energy: 0.71 eV
- HOMO energy: -10.4 eV
- Energy relative to the best compared isomer or geometry (same formula, charge and spin): 16.34 kcal/mol
- Orbital gap: 0.408 Eh

The geometry in XYZ format:
```
8
C2H4O2, DFT ωB97M-V with the def2-TZVPD basis set
C -0.452 0.816 -0.281
C 0.419 -0.257 0.302
O 1.382 -0.064 0.972
O 0.086 -1.542 0.054
H 0.107 1.394 -1.166
H -0.846 1.512 0.469
H -1.198 0.448 -0.915
H 0.501 -2.306 0.565
```


Q: Look up the HOMO energy of the third one.
A: -11.1 eV